Entry from the OMol25 dataset: a molecular structure, C5H13KO5 (ωB97M-V with the def2-TZVPD basis set).

Its LUMO energy is -0.08206 Eh. The value obtained for the relative energy (zero: lowest compared OMol25 entry of this formula, charge and spin) is 95.8 kcal/mol. As for the HOMO-LUMO gap: 3.5677 eV.

CARTESIAN COORDINATES (ANGSTROEM)
K1 12.914 17.658 14.334
O1 11.461 23.227 15.146
C1 12.428 23.598 15.938
O2 13.345 22.802 16.216
O3 12.320 24.720 16.440
H1 11.065 24.097 15.236
C2 11.018 18.942 20.732
C3 12.126 17.893 20.619
O4 11.640 16.988 19.675
H2 10.106 18.447 21.066
H3 10.787 19.350 19.748
H4 11.232 19.743 21.439
H5 12.330 17.448 21.593
H6 13.077 18.371 20.385
H7 11.145 16.320 20.154
C4 6.259 16.200 14.529
C5 6.795 15.069 13.668
O5 7.923 15.606 13.018
H8 6.076 17.140 14.009
H9 6.912 16.401 15.379
H10 5.330 15.888 15.005
H11 6.012 14.823 12.951
H12 7.050 14.204 14.281
H13 8.183 14.926 12.392

Entry from the OMol25 dataset: a molecular structure, C5H13MgO3 (ωB97M-V with the def2-TZVPD basis set).

Its LUMO energy is -0.18255 Eh. As for the total charge: +1. As for the HOMO-LUMO gap: 7.8020 eV.

CARTESIAN COORDINATES (ANGSTROEM)
C1 2.345 0.613 1.127
O1 1.706 0.536 -0.134
C2 1.997 -0.577 -1.001
H1 1.573 0.709 1.902
H2 2.852 -0.330 1.374
H3 3.123 1.382 1.045
H4 2.339 -0.762 -2.029
H5 2.962 -0.951 -0.622
Mg1 -0.033 1.140 -0.939
O2 -0.907 -0.537 -1.428
H6 0.788 -1.303 -1.285
C3 -1.181 1.685 1.881
O3 -1.384 1.148 0.579
C4 -2.160 -0.059 0.545
C5 -2.203 -0.576 -0.885
H7 -0.421 2.472 1.842
H8 -2.145 2.011 2.293
H9 -0.750 0.923 2.548
H10 -3.162 0.146 0.948
H11 -1.631 -0.796 1.173
H12 -2.939 0.008 -1.468
H13 -2.589 -1.609 -0.858

Entry from the OMol25 dataset: a gas-phase ion, C5H13N (charge -1) (ωB97M-V with the def2-TZVPD basis set).

Its LUMO energy (spin up / spin down) is 0.14972 / 0.14727 Eh. As for the spin multiplicity: 2. The value obtained for the relative energy (zero: lowest compared OMol25 entry of this formula, charge and spin) is 54.0 kcal/mol. As for the total charge: -1. As for the HOMO-LUMO gap (spin up / spin down): 2.6252 / 9.3088 eV. Its expectation value of S² is 0.7504.

CARTESIAN COORDINATES (ANGSTROEM)
C1 -1.917 -0.185 -1.498
N1 -1.116 -0.477 -0.201
C2 0.654 0.629 2.324
C3 1.017 -0.133 1.110
C4 0.266 0.151 -0.168
C5 1.137 -0.266 -1.479
H1 -1.741 -0.216 -2.688
H2 -2.296 0.905 -1.354
H3 -2.793 -0.839 -1.282
H4 -1.623 0.113 0.511
H5 -0.298 0.304 2.859
H6 0.443 1.771 2.267
H7 1.388 0.527 3.068
H8 1.975 0.317 0.856
H9 1.159 -1.245 1.108
H10 0.262 1.244 -0.234
H11 0.767 -0.102 -2.486
H12 1.950 0.563 -1.577
H13 1.684 -1.182 -1.375

Entry from the OMol25 dataset: 2 unconnected molecules or ions with the total composition C5H13N (ωB97M-V with the def2-TZVPD basis set).

Its LUMO energy (spin up / spin down) is 0.14314 / 0.13820 Eh. As for the spin multiplicity: 2. The value obtained for the relative energy (zero: lowest compared OMol25 entry of this formula, charge and spin) is 57.5 kcal/mol. As for the total charge: -1. As for the HOMO-LUMO gap (spin up / spin down): 2.4638 / 8.2029 eV. Its expectation value of S² is 0.7503.

CARTESIAN COORDINATES (ANGSTROEM)
C1 1.856 -0.951 0.836
C2 1.874 -0.286 2.213
C3 0.872 0.424 2.606
H1 1.370 -1.886 0.894
H2 1.183 -0.351 0.193
H3 2.804 -1.259 0.334
H4 2.706 -0.526 2.831
H5 1.007 0.971 3.536
H6 -0.096 0.609 2.134
C4 -0.694 0.419 -2.596
N1 -0.985 0.817 -1.234
C5 -2.036 0.034 -0.618
H7 -1.575 -0.146 -2.932
H8 -0.327 1.190 -3.300
H9 0.127 -0.449 -2.440
H10 -0.946 1.826 -1.124
H11 -3.104 0.294 -0.898
H12 -1.882 0.302 0.460
H13 -2.150 -1.031 -0.894

Entry from the OMol25 dataset: C5H13N in the gas phase (ωB97M-V with the def2-TZVPD basis set).

Its LUMO energy is 0.04215 Eh. The SMILES is CC(C)CCN. The value obtained for the relative energy (zero: lowest compared OMol25 entry of this formula, charge and spin) is 39.3 kcal/mol. As for the HOMO-LUMO gap: 10.0022 eV.

CARTESIAN COORDINATES (ANGSTROEM)
C1 -0.693 -1.175 -1.317
C2 -0.613 -0.816 0.249
C3 0.247 0.487 0.461
C4 0.821 0.639 1.832
C5 -0.541 1.747 0.033
N1 0.654 -1.762 -1.787
H1 -1.353 -1.998 -1.556
H2 -1.014 -0.395 -1.957
H3 -0.272 -1.708 0.732
H4 -1.591 -0.625 0.698
H5 1.183 0.519 -0.331
H6 1.917 0.518 1.751
H7 0.722 1.553 2.426
H8 0.516 -0.300 2.431
H9 0.084 2.621 0.144
H10 -0.999 1.792 -0.876
H11 -1.451 2.172 0.599
H12 1.134 -1.268 -2.512
H13 1.251 -2.003 -1.019

Entry from the OMol25 dataset: C5H13N in the gas phase (ωB97M-V with the def2-TZVPD basis set).

Its LUMO energy is 0.04500 Eh. The SMILES is CCCNCC. The value obtained for the relative energy (zero: lowest compared OMol25 entry of this formula, charge and spin) is 16.0 kcal/mol. As for the HOMO-LUMO gap: 9.9100 eV.

CARTESIAN COORDINATES (ANGSTROEM)
C1 -0.092 -1.974 -0.705
C2 -0.630 -1.998 0.715
C3 0.722 -0.681 -0.944
N1 -0.092 0.508 -0.645
C4 0.516 1.428 0.320
C5 -0.410 2.596 0.640
H1 0.620 -2.791 -0.828
H2 -0.910 -1.962 -1.429
H3 -1.533 -1.411 0.863
H4 0.138 -1.706 1.435
H5 -0.954 -3.012 0.969
H6 1.038 -0.629 -1.984
H7 1.550 -0.731 -0.234
H8 -0.198 1.042 -1.505
H9 0.757 0.860 1.214
H10 1.483 1.792 -0.043
H11 -0.906 2.481 1.603
H12 0.122 3.540 0.651
H13 -1.222 2.647 -0.094

Entry from the OMol25 dataset: C5H13N in the gas phase (ωB97M-V with the def2-TZVPD basis set).

Its LUMO energy is 0.04191 Eh. The SMILES is CCCCCN. The value obtained for the relative energy (zero: lowest compared OMol25 entry of this formula, charge and spin) is 41.1 kcal/mol. As for the HOMO-LUMO gap: 10.5331 eV.

CARTESIAN COORDINATES (ANGSTROEM)
C1 0.981 -2.142 -0.955
C2 1.046 -1.430 0.443
C3 -0.019 -0.394 0.764
C4 0.055 0.752 -0.267
C5 -0.666 1.924 0.335
N1 -2.059 2.263 -0.095
H1 1.912 -2.573 -1.091
H2 0.090 -2.726 -1.018
H3 1.068 -1.278 -1.661
H4 2.035 -0.981 0.780
H5 0.963 -2.250 1.252
H6 -1.032 -0.941 0.809
H7 0.311 -0.211 1.804
H8 1.257 0.974 -0.421
H9 -0.412 0.367 -1.257
H10 -0.640 1.912 1.408
H11 -0.052 2.925 0.231
H12 -2.707 1.482 0.072
H13 -2.131 2.327 -1.135

Entry from the OMol25 dataset: a molecular structure, C5H13N (ωB97M-V with the def2-TZVPD basis set).

Its LUMO energy is 0.04200 Eh. The value obtained for the relative energy (zero: lowest compared OMol25 entry of this formula, charge and spin) is 195.7 kcal/mol. As for the HOMO-LUMO gap: 9.4973 eV.

CARTESIAN COORDINATES (ANGSTROEM)
C1 -1.278 0.810 1.861
C2 0.009 0.834 0.877
C3 0.286 -1.627 0.605
C4 0.821 -0.060 -1.204
C5 0.073 0.548 -2.271
H1 -1.235 1.455 2.443
H2 -0.875 -0.187 2.549
H3 -2.061 0.662 1.208
H4 -0.123 1.518 0.185
H5 1.155 0.646 1.517
H6 -0.330 -1.655 1.214
H7 0.220 -2.377 0.066
H8 1.353 -1.627 1.244
H9 1.787 0.576 -0.708
H10 1.464 -1.234 -1.432
H11 -0.415 1.615 -1.948
H12 -0.960 0.122 -2.740
H13 0.760 0.663 -3.095
N1 -0.029 -0.457 0.042

Entry from the OMol25 dataset: a molecular structure, C5H13N2 (ωB97M-V with the def2-TZVPD basis set).

Its LUMO energy is -0.15464 Eh. The value obtained for the relative energy (zero: lowest compared OMol25 entry of this formula, charge and spin) is 57.2 kcal/mol. As for the total charge: +1. As for the HOMO-LUMO gap: 10.4104 eV.

CARTESIAN COORDINATES (ANGSTROEM)
C1 1.151 -2.273 0.642
C2 0.282 -1.026 0.717
C3 -0.559 -0.950 -0.617
C4 -1.287 0.361 -0.985
C5 -0.433 2.594 -0.667
N1 -0.677 1.416 -0.221
N2 1.117 0.189 0.979
H1 1.536 -2.514 1.629
H2 0.550 -3.115 0.298
H3 2.002 -2.166 -0.026
H4 -0.431 -1.174 1.515
H5 -1.238 -1.775 -0.515
H6 0.198 -1.150 -1.378
H7 -2.347 0.430 -0.725
H8 -1.194 0.457 -2.072
H9 -0.135 3.371 0.032
H10 -0.436 2.883 -1.720
H11 0.330 1.133 0.407
H12 1.086 0.438 1.972
H13 2.106 0.185 0.746

Entry from the OMol25 dataset: 2 unconnected molecules or ions with the total composition C5H13N2 (ωB97M-V with the def2-TZVPD basis set).

Its LUMO energy is -0.11412 Eh. The value obtained for the relative energy (zero: lowest compared OMol25 entry of this formula, charge and spin) is 54.8 kcal/mol. As for the total charge: +1. As for the HOMO-LUMO gap: 9.9380 eV.

CARTESIAN COORDINATES (ANGSTROEM)
C1 1.550 0.690 2.166
C2 1.036 1.137 1.014
N1 1.061 0.268 -0.163
N2 1.674 1.418 3.317
H1 1.910 -0.331 2.256
H2 0.476 2.048 0.881
H3 1.461 0.718 -0.986
H4 1.591 -0.588 -0.019
H5 0.089 -0.014 -0.405
H6 1.148 2.274 3.355
H7 1.634 0.886 4.179
C3 -1.067 -1.402 -2.644
C4 -1.673 -0.361 -1.734
C5 -2.009 -0.684 -0.478
H8 0.022 -1.325 -2.734
H9 -1.305 -2.406 -2.305
H10 -1.418 -1.274 -3.668
H11 -1.898 0.625 -2.122
H12 -2.431 0.023 0.225
H13 -1.852 -1.702 -0.136

Entry from the OMol25 dataset: a molecular structure, C5H13N2 (ωB97M-V with the def2-TZVPD basis set).

Its LUMO energy is -0.12767 Eh. The value obtained for the relative energy (zero: lowest compared OMol25 entry of this formula, charge and spin) is 104.2 kcal/mol. As for the total charge: +1. As for the HOMO-LUMO gap: 9.6346 eV.

CARTESIAN COORDINATES (ANGSTROEM)
C1 1.141 0.694 0.610
C2 2.037 -1.700 0.591
C3 0.870 -0.840 -1.387
C4 -1.344 1.631 -0.001
C5 1.352 -0.474 -0.058
N1 0.589 1.888 0.077
N2 -1.503 0.309 0.283
H1 1.229 0.597 1.664
H2 2.696 -2.044 -0.137
H3 2.372 -1.237 1.482
H4 1.192 -2.478 0.762
H5 1.268 -0.080 -2.090
H6 1.080 -1.946 -1.398
H7 -0.182 -0.639 -1.437
H8 -1.124 1.910 -1.058
H9 -2.142 2.372 0.439
H10 1.157 2.228 -0.754
H11 0.644 2.703 0.767
H12 -2.116 -0.106 1.111
H13 -1.018 -0.347 -0.304

Entry from the OMol25 dataset: a gas-phase ion, C5H13N2 (charge +1) (ωB97M-V with the def2-TZVPD basis set).

Its LUMO energy is -0.13506 Eh. The SMILES is C/C(=C\N)CC[NH3+]. The value obtained for the relative energy (zero: lowest compared OMol25 entry of this formula, charge and spin) is 54.9 kcal/mol. As for the total charge: +1. As for the HOMO-LUMO gap: 7.2624 eV.

CARTESIAN COORDINATES (ANGSTROEM)
C1 0.236 -0.960 -1.303
C2 -0.717 -0.088 -0.480
C3 0.077 0.646 0.612
C4 -0.657 1.401 1.453
N1 -0.253 1.874 2.680
C5 1.579 0.707 0.598
N2 -0.685 -1.906 -2.154
H1 0.800 -1.689 -0.734
H2 0.887 -0.525 -2.060
H3 -1.349 -0.844 -0.022
H4 -1.123 0.697 -1.117
H5 -1.731 1.244 1.365
H6 -0.835 2.408 3.295
H7 0.579 1.483 3.084
H8 1.955 1.537 1.186
H9 2.040 0.796 -0.392
H10 1.970 -0.235 0.994
H11 -1.624 -1.546 -2.325
H12 -0.830 -2.769 -1.625
H13 -0.321 -2.231 -3.056

no.,F_max (hartree/bohr),calculated total energy (eV)
1,0.10677,-31955.8564
2,0.09737,-16974.2443
3,0.08067,-6882.1820
4,0.06946,-6882.0264
5,0.06978,-6884.4925
6,0.02513,-6885.5027
7,0.08661,-6884.4149
8,0.31585,-6877.7120
9,0.05685,-8368.3317
10,0.01816,-8368.4355
11,0.09043,-8366.2913
12,0.05066,-8368.4297